(1)
Molecular formula: C44H56O12
Method: DFT, ωB97M-V/def2-TZVPD

The gap between HOMO and LUMO is 8.14 eV. The SMILES is O=C1c2ccccc2C(=O)c2ccccc21.O=C1c2ccccc2C(=O)c2ccccc21.COCCOC.COCCOC.COCCOC.COCCOC. The HOMO energy comes out at -9.287 eV.

Geometry as ORCA input:
```
! RIJCOSX wB97M-V def2-TZVPD def2/J DEFGRID3
* xyz 0 1
O 0.792 4.910 5.245
C 0.393 5.372 4.193
C 1.077 6.507 3.568
C 2.093 7.056 4.279
C 2.613 8.305 3.918
C 1.972 8.990 2.838
C 0.896 8.447 2.138
C 0.447 7.189 2.509
C -0.776 6.580 1.927
O -1.178 6.998 0.844
C -1.452 5.420 2.597
C -2.753 5.056 2.216
C -3.436 4.081 2.835
C -2.827 3.524 3.972
C -1.614 3.887 4.468
C -0.929 4.849 3.682
H 2.534 6.618 5.170
H 3.387 8.748 4.473
H 2.337 9.982 2.605
H 0.291 8.939 1.377
H -3.208 5.512 1.343
H -4.371 3.676 2.465
H -3.323 2.733 4.503
H -1.179 3.618 5.408
O -4.054 -0.801 2.393
C -4.170 -1.222 1.279
C -4.677 -2.581 0.844
C -5.042 -3.537 1.810
C -5.705 -4.692 1.441
C -5.904 -4.955 0.109
C -5.542 -3.996 -0.875
C -4.904 -2.837 -0.507
C -4.347 -1.936 -1.551
O -4.272 -2.365 -2.670
C -3.697 -0.719 -1.162
C -3.283 0.152 -2.225
C -2.892 1.447 -1.900
C -3.111 1.887 -0.601
C -3.527 1.044 0.404
C -3.761 -0.292 0.131
H -4.748 -3.249 2.869
H -6.071 -5.468 2.061
H -6.395 -5.893 -0.244
H -5.663 -4.276 -1.925
H -3.276 -0.217 -3.215
H -2.646 2.129 -2.740
H -2.892 2.957 -0.417
H -3.738 1.343 1.408
C -1.735 -4.088 -0.229
O -0.712 -5.049 -0.140
C -0.480 -5.422 1.167
C 0.632 -6.380 1.265
O 0.368 -7.708 0.904
C -0.571 -8.327 1.728
H -2.681 -4.428 0.144
H -1.824 -3.774 -1.236
H -1.362 -3.165 0.294
H -1.462 -5.759 1.665
H -0.094 -4.549 1.785
H 0.977 -6.399 2.306
H 1.435 -6.103 0.566
H -0.584 -9.441 1.632
H -1.533 -7.907 1.493
H -0.330 -8.222 2.801
C 4.463 -1.450 1.337
O 4.062 -2.799 1.355
C 4.304 -3.537 0.227
C 3.143 -3.693 -0.731
O 3.521 -4.607 -1.713
C 2.400 -4.866 -2.538
H 3.892 -0.898 2.044
H 4.364 -0.996 0.357
H 5.485 -1.363 1.708
H 4.554 -4.519 0.692
H 5.202 -3.162 -0.265
H 2.848 -2.703 -1.128
H 2.225 -4.145 -0.200
H 2.753 -5.582 -3.254
H 2.097 -3.968 -3.094
H 1.528 -5.220 -1.922
C 3.874 4.442 -5.097
O 3.243 3.183 -5.322
C 3.529 2.581 -6.547
C 4.023 1.115 -6.354
O 2.996 0.190 -6.127
C 2.288 0.270 -4.904
H 3.287 4.999 -4.319
H 3.776 5.024 -6.033
H 4.948 4.420 -4.917
H 4.385 3.092 -7.060
H 2.670 2.589 -7.202
H 4.672 1.179 -5.482
H 4.570 0.762 -7.246
H 2.907 0.472 -4.026
H 1.756 -0.679 -4.848
H 1.545 1.097 -4.964
C 0.700 0.107 -1.520
O 1.577 -0.247 -0.534
C 0.956 -0.899 0.523
C 0.107 -0.043 1.440
O 0.961 0.759 2.266
C 1.108 2.046 1.865
H 1.305 0.583 -2.339
H -0.124 0.764 -1.214
H 0.077 -0.782 -1.818
H 1.701 -1.167 1.247
H 0.395 -1.741 0.138
H -0.611 -0.703 2.002
H -0.592 0.670 0.856
H 1.738 2.548 2.612
H 0.136 2.580 1.691
H 1.746 2.094 0.926
*
```


(2)
Molecular formula: H9O6V
Method: DFT, ωB97M-V/def2-TZVPD

The gap between HOMO and LUMO (alpha / beta) is 3.63 / 5.09 eV. The HOMO energy (alpha / beta) comes out at -1.195 / -2.887 eV. The value obtained for the energy relative to the best compared isomer or geometry (same formula, charge and spin) is 0.9057 eV.

Geometry as ORCA input:
```
! RIJCOSX wB97M-V def2-TZVPD def2/J DEFGRID3
* xyz -1 4
V -0.289 -0.023 -0.389
O -0.516 1.099 -2.149
H -1.172 1.632 -2.602
O 0.296 -1.654 -1.695
H 1.127 -2.142 -1.749
O -2.214 -1.065 -0.461
H -2.943 -0.473 -0.681
O -0.691 1.471 1.205
H -0.664 2.363 0.835
H -0.667 1.588 2.157
O 0.340 -1.262 1.459
H -0.237 -1.414 2.214
H 1.214 -1.542 1.741
O 1.797 0.526 -0.136
H 2.545 0.017 -0.464
H 2.074 0.878 0.715
*
```


Number 1: total energy -2612.86597 hartree. Number 2: total energy -1400.81512 hartree.